{"formula": "C29H33AuBrFN3O2SSi", "method": "wB97M-V/def2-TZVPD", "elements": ["Au", "C", "Si", "C", "C", "N", "C", "C", "C", "C", "C", "C", "F", "H", "H", "H", "H", "H", "H", "H", "H", "H", "H", "H", "H", "H", "N", "S", "C", "C", "C", "C", "C", "C", "C", "C", "C", "C", "C", "C", "H", "H", "H", "H", "H", "H", "H", "H", "H", "H", "H", "Br", "C", "C", "C", "C", "C", "C", "H", "H", "H", "H", "N", "C", "C", "O", "O", "H", "H", "H", "H", "H"], "xyz": [[0.424803, 0.235049, 0.428279], [2.073752, 2.227737, 2.410753], [0.934824, 1.181434, 3.461157], [2.019278, 0.275337, 4.695182], [-0.317276, 2.292188, 4.291907], [0.117892, 0.029723, 2.396771], [-0.746003, -0.966612, 2.837173], [-1.073888, -1.097140, 4.202666], [-1.895952, -2.097189, 4.687299], [-2.457420, -3.034469, 3.832082], [-2.169601, -2.943198, 2.481501], [-1.343259, -1.940305, 2.023745], [-1.083846, -1.952422, 0.672295], [2.798772, 2.728870, 3.055638], [1.526160, 3.004426, 1.875957], [2.640234, 1.635448, 1.688748], [2.366225, 0.977858, 5.456701], [2.908542, -0.117508, 4.194590], [1.528718, -0.549362, 5.211070], [0.184517, 3.107874, 4.817352], [-0.946958, 1.774573, 5.014693], [-0.970871, 2.732621, 3.535056], [-0.679866, -0.374121, 4.899277], [-2.102607, -2.136885, 5.748442], [-3.109824, -3.811364, 4.203311], [-2.575556, -3.643284, 1.763269], [0.722270, 0.265163, -1.607138], [-0.334162, -0.308000, -2.664171], [0.622526, -1.219404, -3.850926], [1.576136, -0.579281, -4.634371], [2.382810, -1.343274, -5.457976], [2.229120, -2.725471, -5.496578], [1.264753, -3.349999, -4.721705], [0.453680, -2.594827, -3.884935], [-0.948110, 1.021580, -3.701284], [-0.933400, 2.315961, -3.215045], [-1.481274, 3.330878, -3.987834], [-2.038209, 3.041068, -5.223159], [-2.054171, 1.733678, -5.694345], [-1.511832, 0.712069, -4.933154], [1.545890, 0.707211, -1.998609], [1.673397, 0.499594, -4.615408], [3.131758, -0.862830, -6.072378], [2.867494, -3.317025, -6.138724], [1.145220, -4.423901, -4.761773], [-0.304914, -3.066179, -3.273000], [-0.502177, 2.528241, -2.248152], [-1.473168, 4.347211, -3.617581], [-2.463908, 3.834187, -5.822581], [-2.488836, 1.509074, -6.658627], [-1.525724, -0.306953, -5.298672], [-4.636380, 4.510954, 0.156301], [-3.200114, 3.287572, 0.229904], [-3.462188, 1.930392, 0.325842], [-2.403914, 1.031716, 0.384935], [-1.104014, 1.508616, 0.338226], [-0.839523, 2.865183, 0.239506], [-1.899722, 3.762092, 0.185148], [-4.482339, 1.574148, 0.360154], [-2.607514, -0.027700, 0.460546], [0.173299, 3.241341, 0.183542], [-1.709750, 4.823907, 0.106986], [2.793790, -3.825425, 2.271022], [2.008266, -2.698191, 1.787267], [2.892446, -1.761804, 0.980772], [4.141158, -2.123837, 0.879488], [2.493948, -0.730423, 0.457316], [2.853512, -3.846572, 3.279443], [4.194656, -2.981218, 1.377812], [2.435594, -4.715919, 1.957652], [1.567758, -2.107401, 2.592084], [1.185088, -3.005509, 1.139240]], "atomic_forces_ev_per_a": [[0.4, 0.2, -0.2], [-0.1, 0.0, -0.1], [-0.1, 0.0, 0.0], [0.0, 0.0, 0.0], [0.1, 0.0, 0.0], [0.3, -0.2, 0.0], [-0.2, 0.1, 0.1], [-0.1, 0.0, -0.1], [0.0, 0.0, 0.0], [0.0, 0.0, 0.0], [0.0, 0.0, 0.0], [0.1, -0.1, 0.1], [0.0, 0.0, 0.0], [0.0, 0.0, 0.0], [0.0, 0.0, 0.0], [0.0, 0.0, 0.0], [0.0, 0.0, 0.0], [0.0, 0.0, 0.0], [0.0, 0.0, 0.0], [0.0, 0.0, 0.0], [0.0, 0.0, 0.0], [0.0, 0.0, 0.0], [0.0, 0.0, 0.0], [0.0, 0.0, 0.0], [0.0, 0.0, 0.0], [0.0, 0.0, 0.0], [0.0, 0.2, 0.0], [-0.1, 0.0, -0.1], [0.1, 0.0, 0.1], [0.0, 0.0, 0.0], [0.0, 0.0, 0.0], [0.0, 0.0, 0.0], [0.0, 0.0, 0.0], [0.0, 0.0, 0.0], [0.1, 0.0, 0.0], [0.1, 0.0, 0.0], [0.0, 0.0, 0.0], [0.0, 0.0, 0.0], [0.0, 0.0, 0.0], [0.0, 0.0, 0.0], [0.0, 0.0, 0.0], [0.0, 0.0, 0.0], [0.0, 0.0, 0.0], [0.0, 0.0, 0.0], [0.0, 0.0, 0.0], [0.0, 0.0, 0.0], [0.0, 0.0, 0.0], [0.0, 0.0, 0.0], [0.0, 0.0, 0.0], [0.0, 0.0, 0.0], [0.0, 0.0, 0.0], [0.0, 0.0, 0.0], [0.0, 0.0, 0.0], [0.0, 0.0, 0.0], [0.0, 0.1, -0.1], [-0.2, -0.3, 0.1], [0.0, 0.0, 0.0], [0.0, 0.0, 0.0], [0.0, 0.0, 0.0], [0.0, 0.0, 0.0], [0.0, 0.0, 0.0], [0.0, 0.0, 0.0], [0.0, 0.0, 0.0], [0.0, 0.0, 0.0], [0.0, -0.1, 0.1], [0.0, 0.0, 0.0], [-0.3, 0.0, 0.0], [0.0, 0.0, 0.0], [0.0, 0.0, 0.0], [0.0, 0.0, 0.0], [0.0, 0.0, 0.0], [0.0, 0.0, 0.0]], "lowdin_charge": [1.23, -0.17, 0.40, -0.16, -0.15, -0.20, -0.31, -0.05, -0.08, -0.09, -0.02, -0.25, -0.04, 0.04, 0.01, 0.01, 0.04, 0.03, 0.02, 0.04, 0.03, 0.03, 0.07, 0.11, 0.11, 0.12, -0.42, 1.09, -0.42, -0.07, -0.05, -0.05, -0.06, -0.08, -0.39, -0.07, -0.05, -0.06, -0.06, -0.08, 0.05, 0.12, 0.12, 0.11, 0.11, 0.11, 0.08, 0.11, 0.11, 0.11, 0.12, 0.77, -0.69, -0.11, -0.08, -0.29, -0.13, -0.12, 0.11, 0.10, 0.10, 0.11, 0.03, -0.14, -0.49, 0.16, -0.04, 0.10, 0.11, 0.10, 0.11, 0.13], "de_lowest_kj_mol": 0.0, "charge": 1, "molar_mass_g_mol": 811.62}